[1]
Computed, not measured: a single C20H23NO3 molecule at a distorted geometry, with ωB97M-V/def2-TZVPD.

Computed properties:
Kohn-Sham gap in eV: 8.0382
HOMO energy in eV: -7.7
SMILES: CCOc1ccc2c3c1O[C@H]1C(OC)=CC=C4[C@@H](C2)N(C)CC[C@]431
Total charge: 0
Calculated total energy in Eh: -1056.19497

Each line ends with the Löwdin charge.
Geometry (Å):
C1 4.412 -1.894 0.108  -0.081
C2 3.284 -2.916 0.079  -0.238
O1 2.501 -2.853 1.271  -0.057
C3 1.424 -2.012 1.286  -0.148
C4 0.422 -2.245 2.308  -0.023
C5 -0.810 -1.672 2.385  -0.060
C6 -1.188 -0.659 1.484  -0.152
C7 -0.153 -0.230 0.585  -0.025
C8 1.079 -0.915 0.346  -0.081
O2 1.689 -0.337 -0.735  -0.002
C9 0.795 0.675 -1.335  -0.124
C10 0.261 0.120 -2.577  -0.179
O3 1.051 0.000 -3.734  -0.106
C11 1.584 -1.255 -3.966  -0.124
C12 -1.130 0.130 -2.918  0.051
C13 -2.063 0.607 -1.899  -0.010
C14 -1.683 0.988 -0.593  -0.115
C15 -2.614 1.128 0.634  -0.179
C16 -2.594 -0.235 1.338  -0.088
N1 -2.258 2.272 1.616  -0.139
C17 -3.343 3.186 1.988  -0.083
C18 -0.798 2.528 1.748  -0.159
C19 -0.002 2.418 0.459  -0.062
C20 -0.256 1.024 -0.238  -0.275
H1 4.938 -1.837 1.053  0.072
H2 3.977 -0.881 -0.041  0.068
H3 5.109 -2.122 -0.757  0.098
H4 3.829 -3.817 -0.124  0.103
H5 2.599 -2.699 -0.829  0.140
H6 0.678 -3.118 2.985  0.135
H7 -1.496 -2.073 3.157  0.124
H8 1.273 1.600 -1.618  0.163
H9 1.120 -2.069 -3.346  0.103
H10 1.384 -1.585 -4.998  0.094
H11 2.597 -1.396 -3.683  0.067
H12 -1.554 -0.255 -3.813  0.102
H13 -3.167 0.681 -2.129  0.116
H14 -3.628 1.246 0.122  0.155
H15 -3.149 -0.945 0.890  0.090
H16 -2.894 -0.153 2.398  0.135
H17 -4.325 2.779 1.984  0.061
H18 -3.356 3.875 1.153  0.071
H19 -3.270 3.754 2.933  0.087
H20 -0.335 1.890 2.454  0.101
H21 -0.675 3.466 2.208  0.101
H22 -0.321 3.119 -0.345  0.136
H23 1.053 2.684 0.705  0.136

Cartesian forces, eV/Å:
-0.283 1.256 -1.378
-0.574 2.116 -1.646
-0.010 -0.320 -0.138
-1.874 1.842 -1.116
2.826 -1.960 -0.565
-0.873 0.479 -0.047
2.870 -1.134 -0.907
-0.121 -1.333 2.139
-1.701 -0.430 2.341
1.187 0.268 -0.066
-0.610 -0.163 0.749
-5.079 0.163 -3.987
0.112 0.539 1.431
-1.064 -2.818 0.146
3.314 0.652 3.659
-1.193 0.937 2.978
-1.201 -0.271 -3.121
-1.072 1.262 -0.759
2.140 3.337 2.962
0.080 -2.820 -0.931
1.536 0.982 -1.136
-1.918 0.064 -0.978
0.134 -0.155 -0.723
0.838 -0.627 -0.092
0.213 -0.500 0.132
0.433 -0.504 -0.088
-0.617 0.404 1.101
-0.720 -1.341 0.770
1.069 -0.463 1.349
-0.309 1.228 -0.802
0.272 0.450 -0.636
1.244 0.009 0.233
-0.250 0.821 -0.319
0.373 0.459 0.167
1.409 0.550 -0.138
0.289 0.026 -0.858
1.313 -0.431 0.190
0.936 0.417 1.179
-1.890 -2.383 -1.832
-0.720 0.320 -0.513
-0.576 -1.171 0.105
-0.495 1.127 0.030
0.618 -0.520 -0.324
0.317 -1.278 0.804
0.064 1.636 0.249
0.050 -0.020 0.714
-0.489 -0.703 -0.332



[2]
Computed, not measured: a molecular structure, C18H31N10PSr, with ωB97M-V/def2-TZVPD.

Computed properties:
Kohn-Sham gap in eV: 9.5956
HOMO energy in eV: -13.9
Total charge: +2
Calculated total energy in Eh: -1623.84291

Each line ends with the Löwdin charge.
Geometry (Å):
Sr1 0.794 0.000 -0.806  1.284
C1 -1.618 -0.002 4.767  -0.011
N1 -0.559 0.001 3.760  -0.122
C2 0.777 0.003 4.035  -0.036
C3 1.414 0.003 2.828  -0.130
N2 0.492 0.003 1.819  -0.039
C4 -0.698 0.001 2.407  -0.460
P1 -2.358 -0.001 1.646  1.181
C5 -2.218 -1.408 0.497  -0.464
N3 -1.303 -1.607 -0.442  -0.036
C6 -1.623 -2.796 -1.036  -0.130
C7 -2.740 -3.318 -0.451  -0.036
N4 -3.109 -2.434 0.520  -0.121
C8 -4.252 -2.605 1.414  -0.011
C9 -2.220 1.405 0.495  -0.464
N5 -1.306 1.604 -0.444  -0.036
C10 -1.629 2.792 -1.040  -0.130
C11 -2.744 3.314 -0.452  -0.036
N6 -3.113 2.429 0.518  -0.121
C12 -4.256 2.599 1.411  -0.011
H1 -1.150 0.002 5.747  0.099
H2 -2.238 0.885 4.667  0.090
H3 -2.232 -0.894 4.670  0.090
H4 1.152 0.004 5.044  0.133
H5 2.475 0.005 2.640  0.103
H6 -1.055 -3.203 -1.857  0.107
H7 -3.295 -4.220 -0.642  0.133
H8 -4.844 -3.440 1.051  0.099
H9 -3.916 -2.819 2.426  0.095
H10 -4.868 -1.709 1.412  0.084
H11 -1.063 3.198 -1.862  0.107
H12 -3.299 4.216 -0.643  0.133
H13 -4.846 3.436 1.051  0.099
H14 -4.873 1.705 1.407  0.084
H15 -3.921 2.810 2.425  0.095
N7 2.024 -2.425 -0.494  -0.060
C13 3.385 -2.451 -1.064  -0.242
C14 4.152 -1.218 -0.630  -0.221
N8 3.504 0.003 -1.133  -0.153
C15 4.149 1.226 -0.634  -0.221
C16 3.380 2.456 -1.072  -0.242
N9 2.019 2.430 -0.503  -0.060
H16 2.079 -2.598 0.507  0.086
H17 1.479 -3.200 -0.860  0.076
H18 3.297 -2.465 -2.153  0.119
H19 3.943 -3.345 -0.778  0.124
H20 5.195 -1.293 -0.957  0.132
H21 4.170 -1.163 0.463  0.121
H22 3.602 0.001 -2.147  0.113
H23 5.192 1.302 -0.960  0.132
H24 4.166 1.175 0.460  0.121
H25 3.293 2.467 -2.161  0.119
H26 3.936 3.353 -0.788  0.124
H27 1.473 3.202 -0.871  0.076
H28 2.073 2.606 0.498  0.086
C17 0.575 -0.004 -6.111  -0.024
C18 0.714 -0.004 -4.663  -0.218
N10 0.822 -0.005 -3.521  0.086
H29 1.066 -0.884 -6.522  0.100
H30 1.037 0.894 -6.518  0.100
H31 -0.482 -0.020 -6.370  0.101

Cartesian forces, eV/Å:
-0.040 -0.001 -0.081
0.032 0.001 -0.033
0.081 0.004 0.033
-0.013 -0.006 -0.014
0.017 0.006 -0.001
-0.040 -0.005 0.002
-0.088 0.001 0.005
-0.011 0.000 -0.008
0.053 0.092 0.062
0.007 -0.040 0.000
0.010 0.035 -0.025
-0.014 -0.008 0.034
-0.020 -0.030 -0.061
0.028 0.009 -0.029
0.054 -0.095 0.062
-0.005 0.034 -0.014
0.029 -0.024 -0.007
-0.032 -0.003 0.016
-0.011 0.040 -0.049
0.029 -0.007 -0.026
-0.015 0.000 0.007
-0.013 -0.008 0.009
-0.013 0.007 0.009
0.001 -0.001 0.004
0.005 0.001 -0.001
0.004 0.002 -0.003
0.000 -0.005 0.002
-0.010 0.002 0.013
-0.013 0.001 0.006
-0.008 -0.006 0.016
0.005 -0.001 -0.002
-0.001 0.004 0.000
-0.010 -0.002 0.013
-0.007 0.005 0.015
-0.014 -0.001 0.006
-0.062 -0.041 0.027
0.000 -0.031 -0.012
0.004 0.028 0.000
0.140 0.000 -0.007
0.004 -0.028 0.001
0.000 0.031 -0.013
-0.062 0.040 0.027
-0.008 0.020 0.000
0.028 -0.009 -0.018
-0.003 0.003 0.004
0.006 0.010 0.004
-0.003 -0.012 0.001
-0.007 -0.002 0.000
-0.031 0.000 0.001
-0.003 0.012 0.001
-0.007 0.002 0.000
-0.003 -0.003 0.004
0.006 -0.010 0.004
0.028 0.009 -0.019
-0.008 -0.020 0.000
0.003 0.000 0.049
0.003 0.000 0.023
0.004 0.001 0.036
-0.007 0.007 -0.024
-0.007 -0.007 -0.024
0.007 0.000 -0.027



[3]
Computed, not measured: 2 unconnected molecules or ions with the total composition C4H12 at a distorted geometry, with ωB97M-V/def2-TZVPD.

Computed properties:
Kohn-Sham gap in eV: 12.2298
HOMO energy in eV: -11.1
SMILES: CC.CC
Total charge: 0
Calculated total energy in Eh: -159.52797

Each line ends with the Löwdin charge.
Geometry (Å):
C1 -1.993 -1.565 1.138  -0.166
C2 -1.564 -0.293 0.393  -0.211
H1 -1.752 -1.475 2.324  0.106
H2 -3.061 -1.717 0.976  0.057
H3 -1.142 -2.266 0.977  0.063
H4 -1.105 -0.407 -0.577  0.042
H5 -1.072 0.476 1.094  0.101
H6 -2.439 0.265 0.223  0.034
C3 1.996 1.378 -1.286  -0.191
C4 1.493 0.317 -0.405  -0.192
H7 1.288 2.252 -1.279  0.085
H8 2.941 1.722 -0.952  0.048
H9 2.191 1.306 -2.344  0.058
H10 0.442 -0.002 -0.527  0.012
H11 1.635 0.598 0.649  0.076
H12 2.140 -0.587 -0.405  0.079

Cartesian forces, eV/Å:
2.867 0.827 2.873
-0.259 1.536 2.269
-1.214 0.333 -2.524
0.522 -1.125 -0.047
-1.614 -0.682 -0.639
0.065 -0.319 0.171
0.207 -1.456 -1.284
-1.510 0.708 -0.659
-0.929 2.655 -0.868
0.166 -2.343 1.094
0.668 -0.505 0.324
0.945 0.605 0.732
-0.376 -1.286 -0.545
1.319 0.442 -0.165
-0.452 0.389 -0.206
-0.407 0.220 -0.527



- Among the records above, which one has the highest HOMO energy?
  C20H23NO3



- Which of these has the highest Kohn-Sham gap?
  C4H12



Repeat the third record exactly.
Computed, not measured: 2 unconnected molecules or ions with the total composition C4H12 at a distorted geometry, with ωB97M-V/def2-TZVPD.

Computed properties:
Kohn-Sham gap in eV: 12.2298
HOMO energy in eV: -11.1
SMILES: CC.CC
Total charge: 0
Calculated total energy in Eh: -159.52797

Each line ends with the Löwdin charge.
Geometry (Å):
C1 -1.993 -1.565 1.138  -0.166
C2 -1.564 -0.293 0.393  -0.211
H1 -1.752 -1.475 2.324  0.106
H2 -3.061 -1.717 0.976  0.057
H3 -1.142 -2.266 0.977  0.063
H4 -1.105 -0.407 -0.577  0.042
H5 -1.072 0.476 1.094  0.101
H6 -2.439 0.265 0.223  0.034
C3 1.996 1.378 -1.286  -0.191
C4 1.493 0.317 -0.405  -0.192
H7 1.288 2.252 -1.279  0.085
H8 2.941 1.722 -0.952  0.048
H9 2.191 1.306 -2.344  0.058
H10 0.442 -0.002 -0.527  0.012
H11 1.635 0.598 0.649  0.076
H12 2.140 -0.587 -0.405  0.079

Cartesian forces, eV/Å:
2.867 0.827 2.873
-0.259 1.536 2.269
-1.214 0.333 -2.524
0.522 -1.125 -0.047
-1.614 -0.682 -0.639
0.065 -0.319 0.171
0.207 -1.456 -1.284
-1.510 0.708 -0.659
-0.929 2.655 -0.868
0.166 -2.343 1.094
0.668 -0.505 0.324
0.945 0.605 0.732
-0.376 -1.286 -0.545
1.319 0.442 -0.165
-0.452 0.389 -0.206
-0.407 0.220 -0.527



- Look up the Kohn-Sham gap of the first one.
  8.0382 eV